(1)
# C2H10N2O

2 unconnected molecules or ions with the total composition C2H10N2O in a non-equilibrium geometry (the ωB97M-V functional and the def2-TZVPD basis, the OMol25 dataset).

Structure (XYZ):
```
15
Properties=species:S:1:pos:R:3:forces:R:3:mulliken_charge:R:1
C -0.40331 -0.98714 1.29279 1.29 -0.24 -0.35 -0.77
N 0.45825 -0.47945 0.19650 -0.69 -0.90 0.80 -0.32
C 1.57712 0.37891 0.49691 -1.27 1.30 0.41 -0.34
N 1.26739 1.82166 0.43806 0.82 -0.60 -2.00 -0.50
H -1.40641 -0.88947 0.89573 -0.38 -0.35 0.61 0.31
H -0.11487 -2.02884 1.47078 -0.51 -0.06 0.00 0.23
H -0.27573 -0.50139 2.26925 -0.19 0.44 -0.32 0.27
H -0.22160 -0.16352 -0.47835 0.80 0.58 -0.51 0.19
H 2.34407 0.21387 -0.25673 0.22 -0.06 0.17 0.22
H 1.93013 0.16454 1.50005 0.29 -0.33 -0.02 0.40
H 0.94915 2.49315 1.09161 -0.34 -0.36 1.15 0.17
H 0.85978 1.97636 -0.46864 -0.07 0.54 -0.01 0.16
O -2.42241 -0.78798 -2.44149 0.22 0.15 -0.53 -0.64
H -2.44515 0.10162 -2.81804 -0.10 -0.06 0.22 0.32
H -2.09643 -1.31230 -3.18842 -0.08 -0.05 0.36 0.32
```
Forces are in eV/Å.

Computed properties:
Relative energy (zero: lowest compared OMol25 entry of this formula, charge and spin), kJ/mol: 109.09
2S+1: 1
Charge: 0
Energy, eV: -7262.7925
Largest force on an atom, Eh/bohr: 0.0435
HOMO energy, eV: -8.20
Gap between HOMO and LUMO, eV: 8.9

(2)
# C21H29N3O3S

A single C21H29N3O3S molecule in a non-equilibrium geometry (the ωB97M-V functional and the def2-TZVPD basis, the OMol25 dataset).

Structure (XYZ):
```
57
Properties=species:S:1:pos:R:3:forces:R:3:mulliken_charge:R:1
C -1.58524 -5.42517 -3.50117 -0.18 0.17 0.22 -1.14
C -2.28823 -4.82565 -2.28627 0.12 -0.57 0.06 -0.51
N -1.96592 -3.42709 -2.11430 0.32 0.26 1.02 0.31
C -2.62551 -2.43656 -2.93445 -0.28 0.43 -0.14 -0.61
C -4.10125 -2.22956 -2.60092 0.23 -0.06 -0.02 -1.16
S -1.45507 -2.88164 -0.63016 0.18 -0.01 -0.34 1.41
O -1.05187 -4.01690 0.14680 0.15 -0.14 -0.19 -0.78
O -2.38856 -1.95704 -0.04464 0.13 0.11 -0.26 -0.67
C 0.00402 -1.95147 -1.10014 -0.50 -0.16 0.21 -0.47
C 1.06901 -2.61619 -1.67656 0.10 -0.04 -0.03 -0.34
C 2.18885 -1.89339 -2.05515 -0.10 -0.11 0.05 -0.95
C 2.23142 -0.52611 -1.84067 -0.10 0.22 0.08 -0.61
C 1.16646 0.13566 -1.23528 0.11 -0.31 -0.19 0.37
C 1.28420 1.61299 -1.02042 -0.13 -0.05 0.03 0.33
O 1.99253 2.31479 -1.71947 0.18 0.01 -0.14 -0.68
N 0.56063 2.08384 0.01409 -0.24 -0.03 0.25 0.29
C 0.56244 3.46568 0.42289 0.00 0.33 0.15 -1.43
C 1.00422 3.67200 1.89840 -0.01 0.08 -0.18 0.35
C 0.37307 2.64862 2.82698 -0.01 0.06 0.08 0.19
C 1.08081 2.15895 3.91797 -0.01 -0.01 -0.01 -0.49
C 0.51481 1.22531 4.76781 -0.04 -0.04 0.05 -0.71
C -0.77223 0.76714 4.54533 -0.03 -0.05 0.07 -0.50
C -1.49837 1.27066 3.48059 -0.11 -0.04 -0.01 -0.70
C -0.93355 2.20883 2.63348 0.03 0.03 0.08 -0.39
N 2.44220 3.72648 2.09629 -0.05 0.09 0.03 0.04
C 3.04051 4.98592 1.71445 -0.05 -0.04 0.04 -1.01
C 3.17734 2.60833 1.53771 0.10 0.00 0.05 -1.19
C 0.03579 -0.59171 -0.87447 0.02 0.11 0.05 -0.08
H -0.51210 -5.27064 -3.42991 0.12 -0.01 0.00 0.24
H -1.78379 -6.49257 -3.54579 -0.02 -0.12 -0.07 0.41
H -1.94010 -4.96930 -4.42220 0.00 0.00 -0.15 0.31
H -1.94476 -5.32074 -1.37696 -0.18 -0.15 -0.15 0.38
H -3.37147 -4.97180 -2.37054 0.07 0.04 0.09 0.30
H -2.08139 -1.50173 -2.77615 -0.06 0.06 -0.26 0.28
H -2.50695 -2.72559 -3.98294 0.11 0.07 0.08 0.39
H -4.19809 -1.96276 -1.55233 -0.11 0.04 0.01 0.29
H -4.50654 -1.42826 -3.21332 -0.09 0.06 -0.07 0.42
H -4.67464 -3.13327 -2.79163 -0.11 -0.06 -0.03 0.31
H 1.00458 -3.68337 -1.81544 0.08 -0.16 -0.09 0.48
H 3.02712 -2.39376 -2.51554 0.06 -0.05 -0.02 0.41
H 3.09180 0.05603 -2.13539 0.05 0.05 -0.04 0.49
H 0.06346 1.44153 0.61216 0.14 -0.06 -0.12 0.11
H 1.24727 3.99358 -0.24440 -0.12 0.01 0.07 0.49
H -0.43899 3.88712 0.28297 0.10 0.03 -0.03 0.39
H 0.62152 4.65678 2.20078 0.04 -0.09 -0.09 0.56
H 2.07963 2.52376 4.09607 0.10 0.02 -0.01 0.45
H 1.08286 0.85429 5.60832 0.05 -0.04 0.07 0.40
H -1.21105 0.03094 5.20166 -0.04 -0.07 0.05 0.41
H -2.50858 0.93223 3.30463 -0.09 -0.03 -0.01 0.41
H -1.53222 2.60847 1.82757 -0.05 0.03 -0.14 0.36
H 2.51352 5.80354 2.20465 0.01 0.08 0.00 0.36
H 3.03846 5.16242 0.62846 0.02 0.02 -0.04 0.32
H 4.07585 4.99093 2.05435 0.06 0.08 -0.04 0.35
H 2.67730 1.67541 1.79119 0.05 -0.08 -0.01 0.32
H 3.29108 2.66917 0.44751 -0.02 -0.02 -0.04 0.38
H 4.17411 2.59779 1.98108 0.05 -0.06 -0.02 0.40
H -0.84043 -0.13695 -0.43757 -0.05 0.14 0.05 0.70
```
Forces are in eV/Å.

Computed properties:
Relative energy (zero: lowest compared OMol25 entry of this formula, charge and spin), kJ/mol: 234.38
2S+1: 1
Charge: 0
Energy, eV: -43695.7056
Largest force on an atom, Eh/bohr: 0.0214
HOMO energy, eV: -8.46
Gap between HOMO and LUMO, eV: 8.9

(3)
# C30H45O23

8 unconnected molecules or ions with the total composition C30H45O23 in a non-equilibrium geometry (the ωB97M-V functional and the def2-TZVPD basis, the OMol25 dataset).

Structure (XYZ):
```
98
Properties=species:S:1:pos:R:3:forces:R:3:mulliken_charge:R:1
C -0.80972 -0.44793 0.29270 -0.03 -0.72 0.94 -0.19
C 0.07315 -0.31888 -0.94638 1.51 0.59 -0.57 -0.35
O 1.32305 -0.61305 -0.86618 -1.17 -0.10 0.76 0.11
O -0.45414 0.11990 -1.98206 -0.52 0.07 -0.16 -0.76
H -0.24916 -0.45150 1.22750 0.32 0.00 -0.05 -0.07
H -1.29629 -1.42328 0.28714 -0.01 -0.19 -0.29 0.30
H -1.60734 0.27863 0.44761 0.12 0.20 -0.63 -0.21
C -1.05062 3.02488 0.20880 -0.83 1.00 -0.83 -0.52
C -0.79272 3.81628 -1.08144 0.49 -0.05 2.00 0.51
C -1.67253 5.03718 -1.31174 -2.13 -2.12 0.53 -0.32
O -0.80154 6.06470 -1.53250 -2.28 2.04 -2.09 -0.34
C 0.40010 5.72986 -1.26451 4.97 2.97 1.58 0.58
O 1.30652 6.57996 -1.25576 -1.85 -2.90 -0.18 -0.66
O 0.45241 4.48450 -0.80000 1.27 -0.58 -0.96 -0.22
H -1.18236 3.73949 1.02125 0.12 0.13 0.08 0.61
H -0.22241 2.37435 0.48983 -0.49 -0.26 -0.45 -0.73
H -2.03085 2.57677 0.04623 0.20 -0.83 0.32 0.29
H -0.76818 3.17231 -1.96054 0.52 -0.01 0.00 0.20
H -2.28775 5.30951 -0.45415 -0.08 -0.20 0.22 0.20
H -2.34527 4.77066 -2.12691 0.05 0.80 -0.36 0.38
C 0.68169 -3.10236 -3.92217 0.00 -2.00 0.89 -1.15
C 0.46045 -1.88506 -4.69332 0.64 2.15 3.40 0.84
C 1.56903 -0.76305 -4.49642 -0.74 -1.09 0.56 0.58
O 2.12991 -0.71049 -5.79106 -1.04 0.06 -1.18 -0.37
C 1.26769 -1.32132 -6.66025 1.79 -0.71 -5.21 0.45
O 1.40423 -1.25110 -7.92139 -0.89 -0.14 5.49 -0.62
O 0.40757 -2.19281 -6.03945 0.74 2.10 -1.59 -0.38
H 0.56048 -2.98131 -2.84573 0.08 0.45 -0.01 0.03
H 1.63734 -3.59642 -4.09750 0.15 0.08 -0.18 0.34
H -0.10989 -3.79326 -4.21229 0.04 -0.32 -0.01 0.42
H -0.40792 -1.41826 -4.22841 -0.73 -0.01 -0.94 0.22
H 2.30877 -0.98458 -3.72713 0.23 -0.66 -0.39 -0.36
H 1.16932 0.17782 -4.11816 -0.39 0.18 -0.70 0.00
C -3.03757 -1.71400 3.99831 -0.59 -0.30 0.98 -1.36
C -3.64665 -2.78179 3.10410 0.70 1.53 -0.13 0.42
C -3.73483 -2.41048 1.62482 -2.10 0.50 1.42 0.67
O -3.36706 -3.60398 1.02656 1.21 -1.53 -1.69 -0.43
C -2.59152 -4.35319 1.89871 1.15 -1.15 -3.12 0.65
O -1.86203 -5.28547 1.64196 -1.42 1.09 -0.33 -0.60
O -2.70684 -3.82896 3.04084 0.68 0.07 4.03 -0.37
H -2.96162 -2.19430 4.97383 0.21 0.21 0.23 0.50
H -3.67051 -0.83983 4.15096 -0.19 -0.11 -0.25 0.24
H -2.04264 -1.35145 3.73989 -0.10 -0.29 -0.45 0.21
H -4.55469 -3.22653 3.51125 -0.21 0.36 -0.04 0.31
H -3.17533 -1.50617 1.38548 0.57 -0.40 -0.29 -0.50
H -4.78189 -2.20589 1.40141 0.02 0.04 -0.34 0.28
C -5.35769 3.72676 2.97086 0.61 0.19 -0.06 -1.42
C -4.92718 2.71157 1.92108 0.23 -0.36 0.76 1.03
C -4.34160 1.43471 2.49777 1.66 -0.41 0.95 0.22
O -5.36533 0.47482 2.44117 0.18 -1.00 0.65 -0.28
C -6.30255 0.87524 1.62517 -4.10 0.19 -0.53 0.63
O -7.33544 0.24259 1.37047 3.29 1.93 0.22 -0.61
O -6.07410 2.20504 1.27943 -0.94 -1.34 -1.26 -0.38
H -6.01222 3.25430 3.70331 0.27 -0.10 0.18 0.34
H -5.88557 4.62014 2.63722 -0.02 -0.26 -0.65 0.38
H -4.43198 4.10580 3.40388 -0.07 -0.10 0.54 0.36
H -4.12989 3.03999 1.25431 -0.65 0.70 -0.51 0.03
H -3.94447 1.51850 3.50939 -0.40 0.12 0.20 0.34
H -3.50453 0.99606 1.95463 0.11 0.42 -0.48 -0.49
C 4.34903 0.89063 -0.70862 0.08 0.67 0.64 -1.81
C 3.63035 1.17004 -2.02675 1.82 -2.02 3.12 2.42
C 2.55880 2.19547 -1.88047 -1.02 -1.99 0.76 0.79
O 2.82180 2.89315 -3.01515 -3.19 3.60 -2.14 -0.41
C 3.98326 2.71006 -3.54644 3.14 3.50 -2.40 0.58
O 4.51209 3.44859 -4.39544 -1.68 -2.35 1.87 -0.67
O 4.59474 1.76576 -2.88407 0.84 -1.51 -0.22 -0.46
H 5.32116 0.41082 -0.82184 -0.32 -0.52 -0.16 0.37
H 3.67911 0.39411 -0.00664 0.05 -0.56 -0.26 0.02
H 4.59160 1.81779 -0.18937 0.00 0.44 -0.21 0.53
H 3.32228 0.17929 -2.36084 -0.33 0.40 -0.65 -1.06
H 2.55050 2.78840 -0.96588 0.60 0.34 -0.10 0.20
H 1.57328 1.73230 -1.92881 -0.09 -0.06 -0.20 -0.64
C 2.12837 -4.07639 0.76753 -1.03 0.48 -0.74 -1.33
C 2.60717 -4.09525 -0.72153 -0.64 -0.43 2.75 0.85
C 3.44991 -2.88450 -1.04546 -0.25 0.98 -0.36 1.54
O 4.72455 -3.44252 -1.38009 0.35 1.99 0.00 -0.44
C 4.69409 -4.75887 -1.37054 -0.92 0.17 -0.74 0.51
O 5.52705 -5.43203 -1.88009 0.40 -0.83 0.49 -0.58
O 3.52547 -5.14377 -0.83199 0.84 -2.28 -0.43 -0.42
H 1.55649 -4.94042 1.10594 0.24 -0.40 -0.49 0.47
H 1.37977 -3.28445 0.78989 0.07 0.40 0.25 0.11
H 2.88414 -3.88795 1.53003 0.35 0.15 -0.42 0.33
H 1.74865 -4.35111 -1.34246 0.12 0.48 -0.27 0.13
H 3.49740 -2.18815 -0.20824 0.38 -0.24 0.19 -0.41
H 3.08965 -2.25181 -1.85664 -0.02 -0.36 -0.24 -0.78
C 2.62662 -1.00504 2.96819 0.38 0.31 0.49 -1.07
C 2.28399 0.42189 3.38631 -0.47 -0.02 -0.56 0.22
C 1.75691 1.27587 2.20205 -0.20 -0.25 0.63 0.79
O 0.43457 1.63391 2.63285 -0.61 0.38 0.25 -0.13
C 0.08208 0.99538 3.75920 -0.88 -0.10 0.70 0.51
O -1.03152 1.00067 4.25974 1.89 0.11 -0.98 -0.56
O 1.15129 0.35237 4.26999 -0.97 -0.11 0.11 -0.39
H 2.74018 -1.60308 3.87237 0.01 -0.14 -0.08 0.49
H 3.55268 -1.07280 2.39729 0.06 0.20 0.00 0.34
H 1.83732 -1.42510 2.34477 -0.10 0.11 0.07 0.02
H 3.00162 0.98077 3.98696 0.55 -0.41 -0.37 0.34
H 1.60199 0.69868 1.29049 0.51 -0.02 -0.18 -0.87
H 2.34427 2.18164 2.05132 -0.14 -0.05 -0.16 0.47
```
Forces are in eV/Å.

Computed properties:
Relative energy (zero: lowest compared OMol25 entry of this formula, charge and spin), kJ/mol: 248.96
2S+1: 1
Charge: -1
Energy, eV: -78934.8011
Largest force on an atom, Eh/bohr: 0.1168
HOMO energy, eV: -6.82
Gap between HOMO and LUMO, eV: 8.5

(4)
# C27H25ClDyF5N2OPS2

A molecular structure, C27H25ClDyF5N2OPS2 in a non-equilibrium geometry (the ωB97M-V functional and the def2-TZVPD basis, the OMol25 dataset).

Structure (XYZ):
```
65
Properties=species:S:1:pos:R:3:forces:R:3:mulliken_charge:R:1
Dy -0.75010 1.76444 -0.09556 -1.02 0.49 -1.75 0.24
Cl -1.60952 1.41565 2.45028 -0.65 0.17 0.80 -0.06
C -0.60332 0.46279 3.50327 0.71 -0.70 0.27 0.92
C -0.79334 0.55217 4.86955 -0.19 0.16 -0.09 -0.73
C -0.05638 -0.26554 5.71131 0.02 -0.08 -0.16 -0.63
C 0.84386 -1.17783 5.18503 -0.03 0.04 0.10 -0.77
C 1.04496 -1.24870 3.81856 -0.17 0.13 -0.07 -0.23
C 0.32941 -0.41975 2.95387 -0.07 0.34 -0.16 -0.42
P 0.57002 -0.46786 1.13896 0.05 -1.46 0.69 1.34
C 2.13165 -1.41222 1.02003 0.06 0.34 -0.21 0.07
C 3.32736 -0.72259 1.21081 -0.14 0.02 -0.04 -0.33
C 4.53528 -1.39430 1.16359 0.09 -0.01 0.02 -0.75
C 4.55597 -2.76064 0.92902 -0.03 -0.04 -0.04 -0.56
C 3.36922 -3.45313 0.74881 0.06 -0.04 0.01 -0.79
C 2.15832 -2.78507 0.78980 -0.12 0.14 0.01 -0.20
C -0.62807 -1.75215 0.64252 0.10 0.31 -0.24 0.44
C -0.74297 -1.94562 -0.73657 0.17 -0.02 0.16 -0.25
C -1.55069 -2.95435 -1.22346 0.05 -0.07 -0.11 -0.55
C -2.25639 -3.75721 -0.33917 0.01 -0.05 -0.01 -0.72
C -2.16758 -3.54449 1.02681 -0.06 -0.05 0.00 -0.82
C -1.35476 -2.53935 1.52541 0.06 0.09 -0.10 -0.46
H -1.51533 1.24501 5.26975 -0.10 0.10 0.05 0.55
H -0.20018 -0.20084 6.77695 -0.04 0.04 0.14 0.42
H 1.39145 -1.83655 5.84130 0.06 -0.03 0.05 0.44
H 1.74531 -1.96908 3.42121 0.07 0.05 -0.06 0.42
H 3.30037 0.33935 1.40782 0.08 0.14 0.00 0.41
H 5.46132 -0.85725 1.30711 0.04 0.05 0.02 0.44
H 5.49498 -3.28878 0.87845 0.12 -0.04 0.03 0.41
H 3.37979 -4.51939 0.57773 0.03 -0.07 -0.03 0.45
H 1.23906 -3.33293 0.65007 -0.04 -0.06 -0.03 0.38
H -0.18470 -1.29978 -1.41631 -0.07 -0.16 0.01 0.41
H -1.63003 -3.11843 -2.28821 -0.02 -0.01 -0.07 0.47
H -2.87550 -4.55456 -0.71942 -0.10 -0.07 -0.04 0.42
H -2.72478 -4.16716 1.71050 -0.06 -0.05 0.04 0.44
H -1.28447 -2.37870 2.59113 0.02 -0.01 0.08 0.43
C -5.84566 0.05735 -1.35634 -0.29 -0.68 0.00 -0.71
O -5.17423 1.30578 -1.26957 0.19 0.59 0.02 -0.33
C -3.92681 1.37781 -0.88683 0.36 -0.30 0.15 0.85
S -3.02192 0.03707 -0.36929 -0.17 -0.15 -0.06 -0.35
S -3.18909 2.89596 -0.94362 0.28 0.36 0.17 -0.22
H -5.78516 -0.29878 -2.38615 -0.02 0.04 0.07 0.28
H -6.88404 0.23297 -1.08104 0.11 0.07 -0.06 0.26
H -5.39680 -0.68023 -0.69123 -0.09 0.09 -0.02 0.35
C 2.87282 2.69820 -4.55542 0.10 0.16 0.03 -1.35
C 1.61949 2.17834 -3.97238 -0.33 -0.22 0.13 0.79
C 0.41252 1.85701 -4.55861 0.12 0.05 0.23 -1.39
C -0.42325 1.44390 -3.51841 0.25 -0.07 0.18 0.80
N 0.23199 1.49810 -2.34610 -0.07 -0.16 -0.01 0.29
N 1.47888 1.94587 -2.65623 0.02 0.05 -0.20 0.11
C -1.83206 0.98613 -3.61617 -0.05 0.00 0.02 -1.11
H 2.92860 2.44574 -5.60957 0.08 -0.03 -0.03 0.37
H 3.73439 2.29078 -4.03383 0.17 -0.03 -0.06 0.36
H 2.89812 3.78348 -4.46358 0.07 0.06 -0.03 0.28
H 0.16970 1.91290 -5.60021 -0.05 0.02 -0.19 0.49
H 2.19839 2.04945 -1.95480 -0.28 -0.01 0.02 0.06
H -1.98920 0.46284 -4.55440 0.02 -0.07 -0.10 0.45
H -2.51182 1.84012 -3.59456 -0.01 -0.07 0.05 0.23
H -2.07539 0.31116 -2.79365 -0.07 0.08 -0.12 0.01
F 0.65893 5.15598 -0.46286 -0.03 -1.18 -0.22 -0.28
C 0.43662 3.85435 -0.12663 0.00 1.38 1.06 -0.06
F -0.73495 3.93163 0.78943 0.21 0.26 -0.10 -0.28
C 1.54291 3.40692 0.85589 0.56 -0.91 0.34 0.84
F 2.40055 4.25694 1.36174 -0.22 0.19 -0.15 -0.25
F 0.98244 2.68547 1.88647 0.16 0.40 -0.28 -0.08
F 2.27383 2.42166 0.20700 0.11 0.47 -0.14 -0.22
```
Forces are in eV/Å.

Computed properties:
2S+1: 6
Charge: +1
<S²>: 9.24
Energy, eV: -114579.8084
Largest force on an atom, Eh/bohr: 0.0406
HOMO energy (alpha / beta), eV: -11.11 / -11.16
Gap between HOMO and LUMO (alpha / beta), eV: 6.6 / 8.8